DFT (the ωB97M-V functional and the def2-TZVPD basis) results for C41H58CoN7O6S as an isolated structure.

Each line ends with the Mulliken charge.
Atoms and positions in Å:
Co: 1.05602 0.21490 0.95913  -0.258
C: -1.59237 5.98276 3.18165  -0.555
O: -0.18602 6.11088 3.35092  -0.479
C: 0.56995 5.09616 2.91053  1.364
C: 1.96823 5.28822 3.02214  -1.322
C: 2.80431 4.31984 2.57070  -0.723
C: 2.33076 3.09472 2.02228  -0.027
C: 3.22957 2.07988 1.55681  0.538
C: 4.70206 2.34779 1.42254  -1.634
O: 2.87823 0.93832 1.20316  -0.359
C: 0.91685 2.90727 1.93051  -0.496
O: 0.36128 1.86139 1.43430  0.367
C: 0.05676 3.94342 2.37113  0.343
H: -2.02920 6.90518 3.54695  0.288
H: -1.97794 5.13900 3.76087  0.177
H: -1.85079 5.84442 2.12987  0.279
H: 2.33531 6.21494 3.44882  0.480
H: 3.86788 4.50446 2.63470  0.264
H: 5.08272 3.07216 2.13468  0.574
H: 4.88305 2.73988 0.41732  0.248
H: 5.24845 1.41308 1.53424  0.339
H: -1.00723 3.79011 2.22377  0.064
C: -3.73034 -4.57660 2.42923  -1.604
C: -4.20964 -3.21308 1.90223  1.734
C: -5.19535 -2.61514 2.90755  -1.983
C: -4.93480 -3.40680 0.55777  -1.574
C: -3.00379 -2.29098 1.70228  0.709
C: -2.77799 -1.17125 2.49778  -0.720
C: -1.73313 -0.15698 2.11140  0.510
N: -0.63943 -0.65073 1.34180  0.053
C: -0.80889 -1.81004 0.66220  -0.772
C: -2.06130 -2.56561 0.74033  -0.477
C: 0.38255 -2.30168 0.07097  0.120
C: 0.49523 -3.44256 -0.75317  -0.703
C: 1.72692 -3.90694 -1.15707  0.990
C: 2.86674 -3.21781 -0.67886  -0.506
C: 2.70304 -2.08978 0.09056  -0.871
N: 1.51352 -1.59831 0.43446  0.402
C: 1.84650 -5.15645 -2.02039  1.858
C: 1.64369 -6.38426 -1.11739  -1.600
C: 3.22284 -5.25365 -2.68304  -1.760
C: 0.77585 -5.15661 -3.11987  -1.669
H: -4.57519 -5.26947 2.51413  0.444
H: -3.27163 -4.47080 3.41756  0.378
H: -2.98990 -5.02274 1.75980  0.306
H: -6.06818 -3.26551 2.99331  0.456
H: -5.54346 -1.62630 2.58532  0.343
H: -4.75291 -2.52431 3.90546  0.336
H: -5.89713 -3.90045 0.72136  0.464
H: -4.35817 -4.03218 -0.12945  0.351
H: -5.11847 -2.44460 0.06950  0.289
H: -3.42138 -0.89157 3.32750  0.455
H: -0.23326 0.02891 3.50125  0.201
H: -2.19433 -3.42042 0.08916  0.501
H: -0.41211 -3.94388 -1.07177  0.275
H: 3.87104 -3.55794 -0.90330  0.316
H: 3.56135 -1.53327 0.45880  0.572
H: 2.42784 -6.44174 -0.35766  0.363
H: 1.67616 -7.30087 -1.71461  0.424
H: 0.67750 -6.33930 -0.60772  0.333
H: 4.02845 -5.34938 -1.95033  0.378
H: 3.42619 -4.38084 -3.31343  0.258
H: 3.25592 -6.14109 -3.31894  0.436
H: -0.23204 -5.27981 -2.71373  0.381
H: 0.95456 -5.98878 -3.80580  0.465
H: 0.80248 -4.22632 -3.69550  0.301
N: 1.42804 0.72897 -1.23085  0.071
C: 2.29276 0.49892 -1.96358  -0.422
N: 3.27262 0.22609 -2.80878  0.569
C: 4.67651 0.21386 -2.37192  -0.046
C: 5.52069 0.77102 -3.49706  -0.767
O: 5.30682 0.03004 -4.69190  -0.407
C: 3.95225 0.09482 -5.11986  -0.685
C: 3.02638 -0.48062 -4.07023  -0.174
H: 4.98081 -0.81725 -2.17378  0.229
H: 4.77507 0.79864 -1.45961  0.102
H: 6.57721 0.68320 -3.25273  0.373
H: 5.27555 1.82809 -3.65944  0.341
H: 3.87988 -0.48460 -6.03693  0.373
H: 3.67296 1.13407 -5.32725  0.342
H: 3.23947 -1.54465 -3.93327  -0.076
H: 1.98527 -0.36138 -4.36320  0.464
C: 0.95740 3.63735 -3.38158  -0.769
C: -0.46712 3.91770 -2.90314  -0.804
S: -0.91716 2.91083 -1.46826  0.880
O: -2.21373 3.47695 -0.95203  -0.911
C: -1.31554 1.39765 -2.40236  0.244
C: -2.68975 1.46898 -3.04940  -1.156
H: 1.20364 4.27171 -4.23428  0.473
H: 1.08379 2.59828 -3.69585  0.047
H: 1.68279 3.83489 -2.58705  0.228
H: -1.21519 3.75110 -3.67951  0.283
H: -0.57040 4.94066 -2.53847  0.452
H: -1.26751 0.59561 -1.66749  -0.582
H: -0.50419 1.25573 -3.11909  0.520
H: -3.45406 1.62256 -2.28747  0.143
H: -2.90011 0.52874 -3.56418  0.403
H: -2.77058 2.27833 -3.77656  0.324
C: -4.43895 2.29222 0.66269  -0.637
N: -3.48666 1.75017 1.67813  0.744
C: -3.56359 2.22148 2.92763  -0.252
C: -2.79471 2.04463 4.02451  -1.225
C: -1.60138 1.28318 4.17680  1.241
N: -1.12351 0.45477 3.29669  -0.076
C: -2.60743 0.75667 1.17485  -0.717
O: -2.66527 0.48913 0.01549  -0.506
N: -0.92024 1.42000 5.31764  -0.425
H: -5.08316 3.02176 1.14555  0.452
H: -5.03715 1.48232 0.25375  0.258
H: -3.87704 2.76027 -0.13925  0.036
H: -4.40177 2.89412 3.05646  0.435
H: -3.11403 2.59039 4.90130  0.498
H: -1.12582 2.20504 5.91157  0.258
H: -0.00723 1.00672 5.41660  0.219

Forces on atoms 1 to 2 (eV/Å):
Co 0.5 0.0 0.4
C 0.0 0.1 0.0

The calculation puts the HOMO energy (spin up / spin down) at -7.552 / -10.035 eV. Its expectation value of S² is 3.790. For the HOMO-LUMO gap (spin up / spin down), the calculation gives 4.9 / 6.4 eV. The calculation puts the energy above the lowest of the compared OMol25 structures with the same formula, charge and spin at 5.1381 eV. As for the net charge: +1. Its multiplicity is 4.

DFT (the ωB97M-V functional and the def2-TZVPD basis) results for a 5-piece molecular cluster, C41H59BF12N3O13 overall in a non-equilibrium geometry.

Each line ends with the Mulliken charge.
Atoms and positions in Å:
C: 3.69125 -1.12270 1.67865  -0.873
C: 5.02532 -0.62494 0.93176  -0.539
C: 4.88980 0.83563 0.24617  -0.196
C: 4.71683 0.57858 -1.35601  -0.659
C: 3.22815 -0.04608 -1.53521  0.081
C: 2.74932 0.01249 -3.08202  -0.652
C: 1.38130 0.87671 -3.17692  -0.564
C: 0.14589 0.19338 -2.37627  0.371
C: -1.10305 -0.18134 -3.34946  -0.346
C: -2.38539 0.75873 -3.13617  -0.888
C: -3.17257 0.52599 -1.77170  0.479
C: -3.75831 -0.86573 -1.35064  0.576
C: -3.58984 -2.20091 -2.21777  -1.131
C: -2.66220 -3.27932 -1.44633  -0.423
O: -1.25234 -2.93090 -1.45617  -0.062
C: -0.41704 -4.05111 -1.17401  0.544
C: -0.41138 -5.43242 -1.98249  -0.902
O: 0.40930 -3.90277 -0.22554  -0.542
C: -4.56605 -1.01915 -0.01131  0.210
O: -5.11992 -2.31580 0.30040  -0.496
C: -4.73094 0.27237 0.86568  0.215
N: -5.53645 0.12830 2.11477  -0.493
N: -4.15404 1.55617 0.48199  0.401
C: -4.41565 2.68663 1.43188  -0.901
B: -3.36733 2.62886 2.71037  0.656
O: -2.01378 2.23158 2.43301  -0.439
O: -3.86639 2.94475 4.03537  -0.552
C: -3.40114 1.70682 -0.76500  -0.015
C: -2.77215 3.14132 -1.13149  -0.328
C: -1.23397 3.42047 -0.90046  0.166
C: -0.86612 4.88903 -1.27894  -0.359
C: -1.84273 5.96267 -1.79774  -0.253
N: -3.21222 5.64823 -2.01387  -0.533
C: -3.59423 4.32542 -1.67895  -0.118
H: 3.81001 -0.94187 2.80475  0.321
H: 3.57199 -2.26641 1.53776  0.231
H: 2.72148 -0.66602 1.25899  0.171
H: 5.25541 -1.37007 0.07779  0.227
H: 5.93713 -0.57205 1.62965  0.357
H: 5.74019 1.55387 0.49437  0.270
H: 3.86557 1.25731 0.58857  0.112
H: 5.48785 -0.18154 -1.71275  0.203
H: 4.80029 1.56711 -1.95087  0.331
H: 2.49759 0.62137 -0.94038  -0.106
H: 3.16780 -1.14049 -1.19654  0.210
H: 2.67698 -1.00992 -3.58817  0.319
H: 3.54264 0.64714 -3.64092  0.204
H: 1.56646 1.93702 -2.75292  -0.081
H: 1.17652 1.02078 -4.29516  0.519
H: -0.17058 0.79221 -1.45617  -0.236
H: 0.55285 -0.82741 -2.00984  -0.087
H: -0.72133 0.03514 -4.42219  0.546
H: -1.30923 -1.30168 -3.31563  0.007
H: -2.05133 1.83542 -3.32106  0.244
H: -3.12412 0.51107 -3.99551  0.464
H: -4.64152 -2.68359 -2.25929  0.488
H: -3.28013 -2.02625 -3.29988  0.449
H: -2.88750 -4.30798 -1.93221  0.364
H: -2.96020 -3.40798 -0.33860  0.238
H: -1.14516 -6.13808 -1.43807  0.232
H: -0.83285 -5.28152 -3.05047  0.309
H: 0.61957 -5.91592 -2.06028  0.323
H: -4.97388 -2.52890 1.26313  0.049
H: -5.83083 -0.84947 2.24393  0.157
H: -6.40337 0.66517 1.88897  0.315
H: -5.47493 2.64660 1.89602  0.215
H: -4.32991 3.72258 0.95339  0.381
H: -1.56438 2.03359 3.29444  0.256
H: -3.86887 2.12911 4.59539  0.310
H: -0.50502 2.65264 -0.48877  0.573
H: 0.23692 5.21265 -1.11998  -0.026
H: -1.45875 7.01866 -2.00969  0.347
H: -4.71685 4.09440 -1.83064  0.326
C: 5.04137 6.01949 3.14583  -1.135
C: 5.74566 5.42069 1.94433  -0.224
O: 4.79560 4.83769 1.03755  -0.219
C: 4.18424 5.69206 0.19128  0.019
O: 4.38424 6.87846 0.16192  -0.526
C: 3.24535 4.93269 -0.74302  1.200
F: 2.49300 4.01723 -0.09238  -0.226
F: 3.92031 4.25805 -1.69625  -0.244
F: 2.38053 5.74256 -1.38783  -0.293
H: 4.40576 5.27317 3.62946  0.299
H: 5.76645 6.39144 3.87231  0.389
H: 4.39233 6.84708 2.84982  0.302
H: 6.40442 4.61287 2.27054  0.331
H: 6.36980 6.15839 1.43283  0.336
C: 8.38859 1.51464 -7.21846  -1.101
C: 7.50880 2.35619 -6.31511  -0.240
O: 7.34435 1.72476 -5.03553  -0.249
C: 8.34712 1.91134 -4.15050  0.187
O: 9.33901 2.55448 -4.37552  -0.514
C: 8.01842 1.23109 -2.82366  1.048
F: 7.52623 -0.01529 -2.98954  -0.273
F: 7.08963 1.91963 -2.12332  -0.204
F: 9.09021 1.10891 -2.02006  -0.256
H: 7.99323 0.49897 -7.30145  0.303
H: 8.44913 1.95377 -8.21625  0.374
H: 9.40053 1.43060 -6.81536  0.309
H: 6.51160 2.44345 -6.75240  0.306
H: 7.90030 3.37072 -6.20107  0.321
C: -5.42837 -8.71549 0.92782  -1.114
C: -6.48253 -7.64492 0.72562  -0.173
O: -6.41557 -6.66204 1.77305  -0.312
C: -5.48339 -5.70195 1.62451  0.043
O: -4.72379 -5.62836 0.69170  -0.444
C: -5.56019 -4.70448 2.77821  1.168
F: -5.67924 -5.30582 3.97675  -0.249
F: -6.62277 -3.87662 2.66348  -0.287
F: -4.46735 -3.91103 2.85801  -0.226
H: -5.51732 -9.15863 1.92288  0.315
H: -5.53012 -9.50328 0.17899  0.379
H: -4.42196 -8.29631 0.85466  0.301
H: -7.47640 -8.09418 0.78026  0.342
H: -6.39614 -7.17304 -0.25693  0.283
C: -4.62969 -1.80615 4.98322  -0.765
C: -3.55066 -2.68299 5.58517  -0.276
O: -2.51495 -1.88490 6.17609  -0.375
C: -2.76071 -1.42495 7.42311  0.353
O: -3.77234 -1.64125 8.03725  -0.499
C: -1.56100 -0.63812 7.94558  0.848
F: -1.06473 0.21759 7.02443  -0.223
F: -0.54473 -1.45126 8.29872  -0.244
F: -1.85648 0.10034 9.02953  -0.240
H: -4.19282 -1.09682 4.27428  0.148
H: -5.37722 -2.40709 4.46345  0.152
H: -5.13235 -1.22112 5.75721  0.464
H: -3.08099 -3.27193 4.79479  0.297
H: -3.96081 -3.38800 6.31334  0.346

Forces on atoms 1 to 2 (eV/Å):
C 0.4 -0.8 0.1
C 0.2 0.4 -0.5

The calculation puts the HOMO energy at -11.646 eV. For the HOMO-LUMO gap, the calculation gives 7.9 eV. As for the net charge: +1.